1.
{"formula": "C24H16F5NO2S", "method": "wB97M-V/def2-TZVPD", "energy_ha": -2026.79999, "largest_force_ev_per_a": 3.8, "lumo_ev": -1.24, "symbols": ["H", "C", "S", "C", "C", "H", "C", "H", "H", "C", "C", "C", "O", "H", "C", "C", "C", "C", "C", "F", "F", "C", "C", "H", "C", "H", "H", "H", "N", "C", "C", "H", "H", "F", "H", "O", "H", "C", "H", "H", "C", "C", "C", "C", "C", "F", "H", "C", "F"], "positions_angstrom": [[-2.926238, 4.306651, -3.370430], [0.103882, -0.248292, -1.162500], [1.539889, -0.812513, 3.017133], [-1.898137, 0.544861, -3.208306], [-1.758886, 2.807371, -2.336261], [1.156186, 1.899622, 2.398260], [0.077701, 1.833212, 2.310062], [-0.077112, -0.912950, -2.003222], [5.023028, -3.000856, 0.261392], [-1.934305, 0.539900, 1.874976], [-2.075127, 2.937505, 2.178563], [1.635111, -2.679652, 3.321392], [2.760609, -0.298574, 2.433664], [-0.076840, 1.795063, -0.586047], [-3.150327, 2.356326, -4.282360], [1.477152, -2.826923, -1.357203], [-2.777162, 1.021736, -4.188162], [-2.883257, 4.131997, 2.177951], [-0.424240, 1.013400, -1.261916], [1.425940, -3.308240, 2.169009], [-3.287122, 0.133742, -5.108858], [3.184899, -1.897404, 0.058993], [-0.688028, 2.993581, 2.360014], [4.176754, -4.945492, -1.118114], [2.324500, -3.913730, -1.587076], [1.632697, 0.227528, 0.264236], [-3.759979, 1.663387, 1.829241], [-1.373198, 3.502643, -1.598713], [-3.574506, 5.077658, 2.119088], [-2.682989, 1.704144, 1.971477], [4.022793, -2.976251, -0.195177], [-1.638037, -0.508723, -3.195454], [-0.203533, 3.951931, 2.503382], [1.891885, -4.951183, -2.388744], [-0.175515, -1.476137, 1.483353], [1.149493, -0.365448, 4.337870], [0.534359, -2.791841, -1.907147], [1.876491, -1.807792, -0.462014], [-3.851918, 2.687713, -5.067794], [3.572816, -1.054616, 0.624851], [0.340234, -0.534435, 1.702049], [1.049644, -0.627632, -0.153238], [-0.539571, 0.596992, 2.019383], [-2.646825, 3.249981, -3.329889], [3.573632, -4.056090, -0.973760], [2.889710, -2.923125, 3.793985], [-2.414048, -0.417136, 1.665647], [-1.332380, 1.455643, -2.275747], [0.729875, -3.097550, 4.242162]], "forces_ev_per_a": [[0.052, -0.435, 0.031], [-1.399, 2.198, -0.703], [0.349, 0.890, 0.349], [-0.203, 0.809, -0.384], [0.008, -0.598, -0.398], [-0.060, -0.023, 0.067], [-0.848, 0.127, -0.420], [-0.197, -0.161, 0.516], [-0.541, -0.002, -0.309], [0.536, -0.014, -0.028], [0.329, -0.144, 0.129], [0.465, 0.041, 0.537], [-0.103, -0.536, 0.849], [-0.172, -0.244, 0.189], [-0.263, 0.272, 0.019], [0.079, -0.156, 0.107], [0.297, -0.552, 0.060], [-1.517, 2.030, -0.240], [1.402, -1.355, 0.751], [0.147, -0.326, 0.401], [0.440, 0.696, 0.827], [0.069, 0.375, -0.317], [0.190, -0.083, 0.059], [-0.129, 0.115, -0.129], [0.114, -0.607, 0.303], [0.136, -0.649, -1.361], [0.170, 0.000, 0.067], [-0.029, 0.024, -0.072], [1.682, -2.200, 0.208], [-0.458, -0.261, -0.216], [-0.210, -0.492, 0.039], [-0.171, 0.162, -0.064], [-0.056, -0.043, 0.077], [0.240, 1.093, 0.577], [-0.372, 0.164, 0.882], [-0.108, -0.052, -1.166], [0.254, -0.157, 0.350], [1.061, -1.164, -0.145], [0.517, -0.290, 0.518], [-0.151, -0.364, -0.064], [-0.963, -2.901, -1.079], [1.385, 2.149, 2.778], [0.253, 0.902, -0.430], [0.349, -0.316, 0.155], [-0.426, 0.807, -0.057], [-1.433, 0.043, -0.607], [0.093, 0.301, 0.039], [-1.840, 0.371, -1.522], [1.030, 0.556, -1.171]]}

2.
{"formula": "C23H34BrN3PdSb2", "method": "wB97M-V/def2-TZVPD", "energy_ha": -4242.92511, "largest_force_ev_per_a": 1.1, "lumo_ev": [-7.58, -7.68], "de_lowest_kj_mol": 104.7, "charge": 2, "symbols": ["H", "H", "H", "C", "H", "H", "N", "H", "H", "C", "C", "H", "C", "Br", "H", "H", "H", "C", "C", "C", "H", "H", "N", "N", "C", "C", "H", "H", "C", "C", "H", "H", "C", "H", "H", "H", "C", "H", "H", "H", "H", "C", "C", "C", "H", "C", "H", "C", "C", "Pd", "H", "C", "H", "H", "H", "H", "H", "C", "Sb", "H", "H", "Sb", "C", "C"], "positions_angstrom": [[1.931943, -2.129865, -2.494898], [0.020136, 3.264549, 3.351343], [3.561089, -2.520075, 1.306515], [3.072015, 1.846910, 2.443231], [-5.096852, -2.968841, 0.575700], [-4.667566, -1.194412, -4.511803], [-0.073184, 1.041463, -0.927001], [5.643277, 1.472375, 0.289168], [4.778861, -0.830231, 0.300569], [-2.129047, 2.395778, -1.149367], [2.560700, 0.547092, 2.457229], [2.612053, 2.597040, 3.077855], [4.166048, 2.193186, 1.670770], [-2.287176, -2.301651, 1.479027], [-6.252100, -1.452382, -3.772908], [-0.160530, 3.408040, -3.169624], [-1.471986, 1.016387, 4.873361], [-1.840111, 0.461355, 4.010872], [1.378536, 0.271472, 3.343206], [-3.320885, -0.932913, -2.108040], [-2.834666, 0.812170, 3.745020], [2.513389, 2.953550, -3.846040], [1.151683, 0.982466, -1.495312], [-2.682052, -1.224709, -0.970001], [4.771627, 1.226692, 0.881546], [-0.738647, 2.024042, -1.537350], [3.288368, -1.533405, -1.500098], [2.350979, -2.258436, 2.567016], [-5.284282, -2.049576, -1.378394], [4.275672, -0.066750, 0.883648], [-5.486979, 0.132794, -3.698526], [1.855803, 0.354889, -1.140376], [2.506445, -2.289407, -1.584944], [-2.381240, 3.377074, -1.544030], [4.555736, 3.201749, 1.699743], [-1.347947, 3.357796, 2.218310], [2.742098, -1.875738, 1.625634], [-2.229584, 2.416543, -0.063868], [0.369187, -4.419046, 1.416129], [-2.852741, 1.679354, -1.537846], [-6.309289, -2.366372, -1.524719], [3.176496, -0.437746, 1.664758], [-4.626611, -2.383894, -0.201669], [2.549630, 2.053761, -3.237616], [-2.750890, -0.378889, -2.845467], [0.890105, -4.280925, 0.470884], [2.975343, -3.271956, -1.622336], [1.289777, 1.910672, -2.456543], [-5.298835, -0.941221, -3.660365], [-0.754727, -0.435722, 0.251982], [3.415458, 2.118102, -2.577571], [-3.336631, -1.928333, -0.082699], [1.283761, -0.766513, 3.654505], [1.391453, 0.907983, 4.230176], [-1.874156, -0.601751, 4.234780], [0.296182, -4.701060, -0.338288], [0.318535, 3.258522, 1.588640], [-0.355621, 2.941544, 2.380750], [-0.482535, 0.834408, 2.430780], [2.691757, 1.200797, -3.902490], [1.855485, -4.783258, 0.510097], [1.231686, -2.210694, 0.126254], [0.088086, 2.591550, -2.512943], [-4.632532, -1.316331, -2.366367]], "forces_ev_per_a": [[0.009, 0.009, -0.003], [-0.003, 0.071, -0.040], [0.067, 0.015, 0.154], [-0.041, -0.012, -0.002], [-0.019, 0.022, -0.003], [-0.011, -0.018, 0.002], [0.051, -0.195, 0.558], [-0.003, -0.015, 0.005], [0.025, 0.013, 0.021], [0.045, -0.023, -0.043], [-0.036, -0.016, -0.014], [0.034, -0.009, 0.012], [-0.028, 0.027, -0.035], [0.335, 0.494, 0.025], [0.012, -0.006, -0.013], [0.008, -0.017, 0.007], [-0.032, -0.038, 0.027], [-0.082, 0.044, -0.109], [-0.050, 0.002, -0.295], [0.037, -0.009, -0.057], [-0.008, -0.005, 0.010], [-0.012, 0.002, 0.016], [0.075, 0.093, -0.096], [0.187, 0.272, -0.327], [-0.020, -0.002, -0.060], [-0.098, 0.122, 0.082], [-0.014, 0.002, -0.042], [0.062, 0.051, 0.047], [0.040, 0.000, 0.045], [-0.016, -0.010, -0.009], [-0.010, -0.004, 0.009], [0.005, 0.007, 0.059], [0.030, -0.100, 0.111], [0.020, 0.007, 0.006], [-0.006, -0.004, 0.007], [0.014, 0.022, -0.004], [-0.142, 0.118, -0.139], [-0.026, 0.001, 0.000], [-0.007, -0.021, -0.004], [-0.013, 0.010, 0.015], [0.017, -0.024, -0.013], [0.043, -0.073, 0.053], [-0.092, -0.058, 0.019], [0.001, -0.008, 0.021], [-0.007, 0.026, 0.020], [0.095, 0.051, -0.076], [0.038, 0.036, -0.033], [0.013, 0.029, -0.034], [0.034, 0.010, 0.066], [-1.027, -0.403, 0.048], [-0.011, 0.013, 0.008], [-0.163, -0.174, 0.057], [0.034, 0.001, 0.049], [0.089, -0.100, 0.059], [0.014, 0.000, 0.037], [-0.018, -0.006, 0.016], [0.014, 0.010, 0.012], [-0.038, -0.048, 0.007], [0.195, 0.433, 0.074], [-0.016, 0.002, -0.001], [-0.028, -0.043, 0.018], [0.444, -0.584, -0.284], [0.003, 0.007, 0.019], [-0.010, 0.001, -0.070]]}

3.
{"formula": "C17H26N2O3", "method": "wB97M-V/def2-TZVPD", "energy_ha": -998.00907, "largest_force_ev_per_a": 16.0, "lumo_ev": -0.35, "de_lowest_kj_mol": 1794.2, "symbols": ["H", "C", "C", "C", "H", "H", "C", "H", "H", "H", "H", "C", "C", "H", "H", "C", "H", "C", "C", "H", "H", "C", "H", "C", "O", "O", "N", "C", "C", "O", "C", "H", "H", "H", "H", "C", "H", "C", "H", "H", "H", "N", "H", "H", "C", "H", "H", "H"], "positions_angstrom": [[3.106492, -0.568884, -7.515824], [-0.611766, -0.336969, -2.504923], [0.812227, 1.469956, 4.358827], [2.435171, -1.521926, -7.314158], [1.914849, -0.339420, 1.073650], [1.124056, -1.598312, -4.328102], [1.101505, -2.496946, -4.095052], [0.710230, -0.233691, -0.411463], [-0.785396, -3.580738, -3.527295], [-2.836643, 2.728510, 4.510112], [0.467125, -0.083605, -2.742518], [2.452434, -3.394348, -5.739298], [-1.441684, 1.997352, 3.389207], [-1.324420, -0.077189, -3.206762], [-1.414166, -2.278191, -4.397954], [-0.461040, -2.778609, -3.633505], [0.649034, -4.578996, -5.307702], [-0.792764, 2.454018, 5.748869], [-1.034528, 0.299490, -1.233555], [2.586689, 0.772357, 2.315213], [-1.796432, 1.542479, 1.472432], [3.155313, -2.080940, -6.087085], [3.221732, -4.010587, -5.115544], [-0.136989, 1.291682, 3.275271], [-2.074190, 0.777333, -0.916678], [-2.276586, 1.797412, 2.347804], [-0.392392, 0.743789, 0.884593], [-0.682627, -2.165899, -2.294084], [2.000619, 0.043153, 2.108327], [-1.513658, 3.058367, 6.767932], [-1.708844, 2.375558, 4.551735], [1.719929, 0.981263, 4.451946], [1.485625, -1.112318, -6.964655], [1.488507, -3.239872, -3.242849], [-0.026471, -2.371648, -1.560796], [0.360951, 1.798865, 5.571942], [-1.669092, -2.177003, -1.960792], [0.641550, 0.759685, 2.074990], [0.891803, 2.209451, 6.307657], [4.199781, -2.281950, -6.636772], [3.312135, -1.542903, -5.355285], [-0.263395, 0.141511, -0.271831], [1.917891, -0.839108, 2.801080], [2.530117, -4.421388, -6.771545], [1.133134, -3.397334, -5.336489], [-0.796479, 2.876773, 7.468296], [2.492040, -2.154352, -8.127470], [0.503836, -3.153356, -6.031107]], "forces_ev_per_a": [[-1.600, -1.533, -0.326], [2.347, -3.062, 1.469], [-3.292, -2.138, -3.067], [1.884, 5.223, 2.961], [1.565, 0.028, 0.448], [1.460, 8.387, -1.123], [-5.970, -13.687, 3.399], [-1.395, 0.206, -0.371], [-3.890, -13.862, 0.796], [2.234, -0.292, 1.173], [-1.406, -0.130, -0.044], [7.495, -5.695, -3.701], [4.604, -6.109, -7.677], [-1.043, 0.325, -1.880], [3.129, -1.139, 1.820], [2.690, 15.570, -2.810], [1.681, 2.941, 1.075], [-7.889, -0.135, -5.620], [-2.777, -0.693, -3.850], [4.968, 4.044, 1.172], [-0.132, 0.114, 1.645], [0.220, -7.466, -10.379], [-1.739, 1.076, -0.189], [5.008, 1.478, -0.096], [-4.376, 1.947, -1.464], [-0.426, 1.039, -0.326], [3.410, 1.128, 7.188], [-1.410, 5.986, -3.044], [-7.272, -4.684, -2.041], [4.721, -1.632, 1.507], [-4.264, 4.168, 7.220], [2.017, -0.658, -0.960], [-0.428, -0.317, -0.902], [0.663, 2.974, -1.521], [2.401, -0.973, 2.446], [-1.793, 2.659, 2.187], [-1.706, -0.701, 0.712], [-7.571, -0.349, -4.055], [3.995, 0.046, 3.301], [-1.768, -0.160, 2.002], [1.179, 5.721, 7.141], [10.726, -2.514, 5.320], [0.483, 1.094, -0.473], [-0.044, 3.379, 2.173], [-0.620, -3.912, 4.597], [-2.116, 1.016, -0.157], [-0.426, -1.315, -1.518], [-3.528, 2.606, -4.159]]}